(1)
{
  "formula": "C7H13N2O",
  "method": "the ωB97M-V functional and the def2-TZVPD basis",
  "symbols": ["H", "H", "H", "H", "C", "C", "H", "H", "C", "C", "N", "H", "H", "C", "C", "O", "H", "C", "H", "H", "N", "H", "H"],
  "coordinates": [[1.87922, 2.43499, 1.10409], [-2.63575, 0.84529, -2.11045], [-0.30893, -1.96280, 0.57024], [0.58968, -0.82242, 1.47532], [-1.81424, 0.15637, 0.94327], [0.65126, -1.42643, 0.56980], [2.71081, 0.05967, -0.67038], [-3.75200, 0.50358, 1.84717], [-2.58272, 0.73946, -1.11253], [-3.08802, 0.48906, 1.03184], [0.75913, -0.62538, -0.60846], [2.14979, -0.10264, -2.17377], [2.43673, -1.65956, -1.25490], [-0.29641, 0.13571, -1.02724], [-1.44942, 0.32729, -0.35789], [1.60920, 1.65508, 1.55637], [-1.34399, -0.29633, 1.86610], [2.06855, -0.59989, -1.18515], [-4.50331, 0.98042, -0.35430], [-0.33254, 0.40241, -2.13676], [-3.59802, 0.76051, -0.23560], [1.48097, -2.15726, 0.58426], [2.38369, 1.43512, 2.05665]],
  "relative_energy_kj_mol": 198.8,
  "gap_ev": [8.61, 8.61],
  "e_lumo_ev": [-4.122, -4.122],
  "total_charge": 1,
  "energy_ev": -12489.977,
  "homo_ev": [-12.73, -12.73]
}


(2)
{
  "formula": "C19H20BrClN2O3S",
  "method": "the ωB97M-V functional and the def2-TZVPD basis",
  "symbols": ["H", "C", "H", "C", "H", "C", "H", "C", "H", "C", "C", "C", "H", "H", "H", "C", "H", "C", "S", "O", "Br", "N", "H", "C", "C", "C", "C", "C", "H", "H", "H", "C", "C", "N", "H", "H", "H", "O", "Cl", "C", "H", "H", "C", "H", "H", "C", "O"],
  "coordinates": [[-2.75275, -1.23938, 3.07960], [3.36379, 0.85974, 0.45753], [-3.82761, -1.74853, -0.28485], [2.15109, 0.36278, -0.44076], [0.55242, 2.32805, 0.69217], [1.51035, 1.63645, -1.05222], [-0.22084, -0.40299, -2.05716], [-0.96605, -1.00366, 1.20497], [-4.94432, -3.58581, 0.59295], [0.17873, 3.82246, -2.43469], [0.72132, 2.53335, -0.32529], [-0.20822, -0.69914, 0.01271], [-3.86695, -4.31464, 1.60904], [3.57498, -0.33256, -1.77300], [0.87909, 3.07939, -4.22125], [-2.15293, -1.12519, -1.33315], [4.00920, 2.71780, -0.51355], [-2.27571, -1.44523, 1.10116], [-4.64883, -2.19808, 2.45342], [-4.63346, -2.31004, 3.86355], [-3.00947, -0.84860, -3.05579], [1.10371, -0.27315, 0.48452], [2.08912, -0.19408, 2.51263], [0.00542, -0.78339, 2.31384], [1.22402, -0.39880, 1.87793], [0.94568, 2.95405, -3.11323], [2.67186, -0.75962, -1.32109], [0.03687, 3.57558, -1.03853], [1.90632, -1.06520, -2.04217], [-0.18106, -0.91507, 3.34328], [2.92880, 1.41689, 1.33750], [4.43983, 1.73485, -0.18271], [-4.77228, -3.75121, 1.61439], [-3.05472, -1.61662, 2.22207], [2.21769, 1.22625, -2.91693], [-5.64692, -4.41245, 2.00255], [5.07491, 2.07604, 0.66144], [-5.71336, -1.27449, 1.96823], [-0.51904, 5.20549, -3.04877], [-2.80932, -1.48947, -0.14288], [3.77168, 0.01490, 0.95724], [-0.46500, 4.19960, -0.33542], [1.55581, 1.84335, -2.37260], [5.08245, 1.24235, -0.92442], [2.43504, -2.03373, 0.28817], [-0.82264, -0.72072, -1.24944], [3.06127, -1.88751, -0.47102]],
  "smiles": "CC[C@](CO)(c1ccc(Cl)cc1)n1ccc2c(NS(C)(=O)=O)cc(Br)cc21",
  "gap_ev": 8.67,
  "e_lumo_ev": 0.495,
  "energy_ev": -122547.816,
  "homo_ev": -8.17
}


(3)
{
  "formula": "C3H4N2O2",
  "method": "the ωB97M-V functional and the def2-TZVPD basis",
  "symbols": ["O", "C", "N", "H", "C", "C", "O", "H", "H", "N", "H"],
  "coordinates": [[-0.92924, -0.92372, -2.00254], [-0.73075, -0.22312, -1.05372], [0.32439, 1.17300, 0.37647], [2.07654, -0.85087, 0.66439], [-0.82542, 1.64294, 0.08942], [1.01305, -1.08772, 0.61020], [-1.60615, 0.84051, -0.66159], [0.87138, -2.09455, 0.21459], [0.59275, -1.03731, 1.62358], [0.35821, -0.08034, -0.21718], [-1.14476, 2.64119, 0.35640]],
  "smiles": "Cn1ncoc1=O",
  "relative_energy_kj_mol": 206.2,
  "gap_ev": 10.44,
  "e_lumo_ev": 0.869,
  "energy_ev": -10250.128,
  "homo_ev": -9.57
}


(4)
{
  "formula": "C14H47ClIN7O4P4SSb",
  "method": "the ωB97M-V functional and the def2-TZVPD basis",
  "symbols": ["C", "Cl", "H", "H", "H", "H", "H", "C", "H", "H", "C", "H", "H", "H", "C", "H", "H", "H", "H", "S", "H", "H", "H", "P", "H", "H", "C", "H", "H", "N", "C", "H", "H", "O", "H", "N", "P", "H", "N", "H", "H", "C", "C", "N", "H", "P", "H", "Sb", "N", "H", "C", "O", "H", "H", "H", "H", "C", "N", "H", "H", "C", "H", "C", "H", "H", "H", "H", "H", "H", "H", "N", "I", "O", "H", "H", "C", "H", "O", "C", "P"],
  "coordinates": [[-0.88524, 9.92192, 3.25330], [2.26126, 7.76467, -0.61443], [4.87537, -0.97493, -5.14309], [2.84596, -2.03854, -5.34044], [-0.86003, 10.37459, 4.29471], [0.20267, -6.70526, 1.49319], [0.28259, -2.07074, -0.92038], [0.00604, 8.63403, 3.27898], [0.04704, -1.13676, -2.35719], [-2.13811, 7.51278, 1.62977], [2.72289, -1.95731, -0.62451], [5.15549, 0.23344, -3.89573], [-1.17792, 6.06828, 3.33360], [-1.86805, 4.09010, 1.26314], [-0.07229, -6.00971, 0.68833], [1.03211, 10.15861, 0.01629], [0.27541, 0.24301, -3.79569], [0.04315, 8.25594, 4.34034], [1.83941, 3.40482, -3.32652], [-1.03581, 4.95601, 0.57275], [-5.00765, -4.31911, -0.23992], [-2.91777, 10.18033, 3.62236], [3.80659, -1.98597, -0.77644], [-2.58505, -4.98044, 1.52962], [-2.62693, -4.81540, -1.41525], [3.19351, 2.87704, -2.35254], [0.91083, 1.10267, -3.99377], [3.18859, 7.39202, 3.47283], [-0.67134, -3.16826, 2.30787], [-3.51583, -5.75218, 0.28359], [2.56650, 2.59877, -3.20385], [5.14286, -1.48476, -3.45742], [1.05805, 8.94163, 3.00077], [2.94652, 7.19257, 2.56057], [-3.79323, -6.09250, -1.78381], [-2.38109, -6.57077, 2.33938], [1.73898, 5.95069, 2.55407], [0.23008, 1.95737, -4.03932], [1.90235, 1.31810, -2.96188], [-2.26219, -8.01772, 0.79556], [-0.44437, 10.72690, 2.59870], [-0.13676, -4.09289, 2.07517], [-3.01092, -5.78508, -1.08453], [2.06314, -1.26659, -1.73381], [2.91158, -2.73831, -3.71670], [2.93437, 0.14590, -2.24434], [-0.52909, -6.58179, -0.11535], [-0.52897, 6.93721, 1.96037], [-2.32333, 9.75330, 2.90811], [3.20373, 2.55596, -4.09750], [2.59206, -1.86180, -4.28852], [0.15616, 9.78988, 0.20019], [-3.82954, -7.96755, 1.62854], [0.85566, -5.61289, 0.26577], [-2.54500, -5.61860, 4.22417], [-2.40056, -8.66174, 2.40600], [0.63517, -1.17500, -1.44027], [3.22374, -0.63086, -3.83938], [0.38732, -0.30814, -0.82102], [2.38042, -2.99542, -0.56071], [-2.91959, -6.51136, 3.71111], [1.35527, 0.98043, -4.99176], [4.67159, -0.72873, -4.09731], [0.81886, -3.79273, 1.63766], [-5.54030, -6.01429, -0.26056], [-2.22766, -6.53494, -1.19682], [-2.47478, 10.35719, 2.09359], [2.53126, -1.46784, 0.33587], [-5.29797, -5.18659, 1.27388], [1.50548, -1.79776, -4.25722], [-0.90859, -4.92166, 1.14948], [2.37845, 4.25447, 0.83418], [2.91057, 0.78144, -0.84498], [0.05561, -4.62022, 3.01835], [-2.60296, -7.37477, 4.30210], [-4.90599, -5.28866, 0.25730], [-4.01496, -6.46578, 3.71001], [-2.89569, -3.56611, 1.01259], [-2.74929, -7.85158, 1.75524], [0.24012, 8.08799, -0.15649]],
  "relative_energy_kj_mol": 0.0,
  "gap_ev": 3.73,
  "e_lumo_ev": 0.448,
  "total_charge": -1,
  "energy_ev": -109046.300,
  "homo_ev": -3.29
}


(5)
{
  "formula": "C3H7N3O",
  "method": "the ωB97M-V functional and the def2-TZVPD basis",
  "symbols": ["H", "H", "C", "N", "H", "C", "O", "N", "H", "H", "N", "H", "C", "H"],
  "coordinates": [[1.59941, -0.81531, 2.78629], [0.61801, -2.11222, 2.06085], [-1.09879, 1.07667, -1.77130], [1.05051, 0.88004, -0.56756], [-0.64495, 2.05833, -1.64875], [-0.12742, -0.02534, -1.33009], [-0.54857, -0.89980, -0.49445], [1.09429, 0.51051, 0.54962], [-0.16995, -0.86894, 3.04248], [0.50386, -0.40723, -2.15211], [0.43529, -0.28192, 1.17119], [-1.99598, 1.00750, -1.15968], [0.63695, -1.05592, 2.33182], [-1.35265, 0.93362, -2.81830]],
  "relative_energy_kj_mol": 515.4,
  "gap_ev": 8.64,
  "e_lumo_ev": -0.346,
  "energy_ev": -9737.691,
  "homo_ev": -8.99
}